(1)
Density functional theory data (ωB97M-V with the def2-TZVPD basis set) for a molecular structure, C16H48O8S8V.

Values from the calculation:
charge	+2
spin multiplicity	4
relative energy (zero: lowest compared OMol25 entry of this formula, charge and spin)	0.00	kcal per mole
HOMO-LUMO gap (spin up / spin down)	6.6 / 9.5	eV

XYZ file:
```
81
Properties=species:S:1:pos:R:3:forces:R:3:lowdin_charge:R:1
V -0.17980 -0.01982 0.17387 -0.5 -0.2 0.4 0.7069
C 2.26495 1.46943 -3.61339 1.3 -0.3 -0.2 -0.2283
S 2.30642 1.95688 -1.81966 -1.3 -0.7 0.9 0.9045
O 1.43715 0.96474 -0.99246 3.3 1.9 -2.6 -0.6372
C 4.15970 1.80399 -1.51740 -1.2 0.0 -0.6 -0.2004
H 3.13185 0.86259 -3.87481 0.2 -0.3 0.4 0.0459
H 2.42289 2.35633 -4.22703 -0.3 0.3 0.3 0.0574
H 1.40966 0.91299 -3.99674 -0.3 0.3 0.8 0.0213
H 4.44887 0.82459 -1.89853 0.4 0.2 0.3 0.0379
H 4.43598 2.03448 -0.48850 -0.5 -0.5 0.1 0.0446
H 4.60141 2.63679 -2.06460 -0.1 -0.2 -0.5 0.0588
C -0.94754 3.42358 -2.30175 -0.5 0.4 -1.3 -0.2227
S -1.12298 1.66621 -2.81640 -1.0 0.7 2.6 0.9246
O -1.27240 0.99146 -1.46004 -0.6 0.3 -1.6 -0.6194
C -2.84357 1.82559 -3.42931 0.2 0.4 -0.6 -0.2208
H -1.71244 3.70939 -1.57971 0.0 -0.6 0.2 0.0624
H -1.18893 3.97789 -3.20871 0.1 0.3 -0.2 0.0575
H 0.03392 3.75893 -1.96650 0.1 -0.7 -0.1 0.0231
H -2.79904 2.19779 -4.45282 0.1 -0.3 -0.2 0.0589
H -3.48130 2.55306 -2.92712 0.4 -0.1 0.6 0.0617
H -3.32203 0.84649 -3.40616 0.3 0.0 -0.1 0.0419
C -1.52913 0.39493 4.32429 0.5 -0.3 -0.4 -0.2079
S -0.35936 -0.79036 3.54063 -0.4 1.2 -1.7 0.9405
O 0.16024 -0.06711 2.25906 0.0 -1.0 3.9 -0.6210
C 0.90557 -0.75818 4.85814 -1.1 0.1 -0.9 -0.2028
H -0.98854 1.07985 4.97755 -0.1 0.2 -0.2 0.0507
H -2.26141 -0.14787 4.92199 0.0 -0.1 -0.1 0.0626
H -1.99036 0.88057 3.46434 0.0 0.1 0.2 0.0375
H 1.56136 0.06822 4.58409 0.4 -0.4 0.2 0.0535
H 1.27214 -1.78466 4.85033 0.7 0.4 0.3 0.0548
H 0.35226 -0.52687 5.76833 0.3 -0.2 0.1 0.0565
C -1.59750 -3.79085 2.53572 -0.2 -0.4 -0.2 -0.2603
S -1.48553 -3.48534 0.72997 1.9 1.2 0.8 0.9311
O -0.84161 -2.09302 0.55429 -1.2 -3.2 0.6 -0.6255
C -0.18759 -4.80036 0.45683 0.2 0.7 -0.6 -0.2104
H -2.07002 -4.76881 2.62748 -0.4 0.1 0.0 0.0577
H -2.18485 -3.00380 3.00867 -0.1 -0.2 -0.3 0.0338
H -0.66401 -3.90334 3.08713 0.3 0.4 -0.5 0.0553
H 0.75999 -4.52968 0.92259 -0.3 0.1 0.5 0.0591
H 0.07540 -4.82486 -0.60068 -0.4 0.1 -0.2 0.0260
H -0.51802 -5.79865 0.74375 -0.2 0.2 0.2 0.0652
C -1.20336 -3.13121 -3.15542 0.6 0.1 -1.0 -0.2117
S 0.08440 -1.78474 -3.15232 -0.7 -0.7 2.9 0.9204
O 0.03809 -1.26659 -1.70123 0.6 -1.2 -3.1 -0.6311
C 1.57166 -2.86928 -3.25875 -0.2 0.0 0.2 -0.2170
H -1.24185 -3.78880 -2.28698 0.6 0.3 0.2 0.0374
H -0.91759 -3.71507 -4.03037 -0.3 -0.2 -0.1 0.0516
H -2.21814 -2.76116 -3.30166 0.3 0.5 -0.1 0.0499
H 2.44275 -2.28627 -2.95977 -0.2 0.2 0.0 0.0376
H 1.74106 -3.24323 -4.26849 -0.3 0.1 -0.1 0.0617
H 1.48297 -3.71000 -2.57069 -0.2 0.1 0.0 0.0518
C 3.71838 -0.09454 1.86602 0.1 -0.2 0.3 -0.1991
S 3.00315 -1.59133 1.07766 -0.7 1.4 0.7 0.9193
O 1.70192 -1.04394 0.53688 2.2 -1.6 0.0 -0.6152
C 4.11001 -1.89673 -0.30496 0.1 -0.1 -0.9 -0.2404
H 3.81316 0.73311 1.16309 -0.1 -0.3 -0.1 0.0358
H 4.64311 -0.25107 2.42143 0.2 -0.4 -0.4 0.0635
H 3.00688 0.18942 2.64142 -0.4 -0.1 -0.3 0.0276
H 3.85030 -2.89631 -0.65353 -0.2 0.0 -0.1 0.0457
H 5.19032 -1.93972 -0.16646 -0.1 0.3 0.8 0.0720
H 3.90664 -1.17947 -1.10012 -0.2 0.0 0.1 0.0310
C 0.30323 3.37077 3.05906 0.6 -0.2 0.2 -0.2299
S 0.72423 3.20736 1.29726 -0.3 -1.5 0.3 0.9370
O -0.01793 1.93894 0.84486 0.2 3.8 0.7 -0.6145
C -0.14671 4.73256 0.80076 -0.6 0.1 0.4 -0.2387
H 0.87944 4.18830 3.49234 -0.3 0.4 -0.3 0.0643
H 0.67855 2.51208 3.61573 -0.2 -0.4 -0.5 0.0363
H -0.77235 3.46505 3.20855 0.1 0.1 -0.1 0.0695
H -0.00173 5.57166 1.48119 0.7 -0.3 0.4 0.0645
H -1.20662 4.52783 0.95166 -0.2 -0.1 -0.7 0.0630
H 0.15069 5.13030 -0.16953 -0.3 -0.6 -0.1 0.0478
C -3.78262 -0.98401 -0.83084 -0.3 -0.6 -0.9 -0.2275
S -3.57800 -0.23907 0.86988 0.7 1.6 -2.7 0.9789
O -2.11783 0.17497 0.90911 -2.2 0.0 0.9 -0.6492
C -4.51052 1.38309 0.52194 0.2 -1.0 -0.4 -0.1821
H -4.69135 -1.57243 -0.95761 0.0 -0.5 0.9 0.0602
H -2.89725 -1.55753 -1.10525 0.1 -0.5 1.1 0.0186
H -3.83776 -0.47019 -1.79055 0.0 1.8 0.7 0.0330
H -4.22357 1.76246 -0.45879 0.6 -0.1 0.2 0.0352
H -4.29237 2.09630 1.31683 -0.1 -0.2 0.0 0.0519
H -5.57554 1.18501 0.40113 -0.1 -0.2 0.6 0.0558
```
Positions in Å, forces in eV/Å.

=====

(2)
Density functional theory data (ωB97M-V with the def2-TZVPD basis set) for 6 unconnected molecules or ions with the total composition C16H49O21P5.

Values from the calculation:
charge	-1
spin multiplicity	2
HOMO-LUMO gap (spin up / spin down)	1.5 / 9.6	eV

XYZ file:
```
91
Properties=species:S:1:pos:R:3:forces:R:3:lowdin_charge:R:1
C -27.66235 -5.68682 -10.60293 -0.1 -0.2 -1.5 -0.0855
O -26.86387 -6.90584 -10.55673 -0.1 -0.8 3.2 -0.2409
P -26.74093 -7.81432 -9.14870 0.9 0.0 -0.3 0.5374
O -27.93436 -8.63190 -8.84890 0.7 0.9 -0.3 -0.2483
O -25.38369 -8.71026 -9.41937 -2.1 2.6 1.1 -0.2243
C -25.50549 -9.69064 -10.38900 1.4 -2.2 -1.5 -0.1533
O -26.24348 -6.84968 -7.90116 -1.1 -0.6 -2.1 -0.2226
C -25.35965 -7.34011 -6.92872 1.9 -0.2 0.8 -0.1468
H -27.01903 -4.82373 -10.43174 -0.2 -0.1 0.2 0.0801
H -28.64002 -5.64070 -10.12320 0.5 -0.5 1.2 0.0914
H -28.02377 -5.67174 -11.63115 0.6 0.2 -0.2 0.0602
H -24.63788 -9.63158 -11.04616 -0.1 0.6 -0.4 0.0831
H -26.41011 -9.74415 -10.99471 -0.1 0.4 0.3 0.0878
H -25.31616 -10.67595 -9.96305 -0.6 -0.1 0.5 0.0883
H -25.24188 -6.67323 -6.07461 -1.0 0.3 -0.1 0.0850
H -24.33340 -7.32710 -7.29579 0.0 -0.3 -0.5 0.0833
H -25.54774 -8.33818 -6.53302 -0.5 0.0 -0.3 0.0922
C -28.54558 -3.15542 -19.60706 -0.3 0.9 0.4 -0.1317
O -27.52247 -3.99749 -20.03858 1.5 -1.5 -0.2 -0.2394
P -26.08991 -4.01204 -19.26545 0.5 0.2 -2.0 0.3946
O -25.45477 -2.67425 -19.29839 -0.7 -1.2 0.8 -0.2355
O -25.25093 -5.16130 -20.02330 -2.2 0.4 2.3 -0.2371
C -25.04237 -5.11643 -21.40053 1.5 1.1 -0.2 -0.1191
O -26.35329 -4.71004 -17.88828 -0.7 -1.5 0.5 -0.2178
C -27.01278 -6.04691 -17.87456 -0.1 -0.2 0.5 -0.0481
H -29.13978 -2.84351 -20.46598 0.1 0.0 0.0 0.0887
H -28.07091 -2.29527 -19.13492 -0.4 0.3 0.1 0.0843
H -29.20882 -3.65695 -18.90230 0.0 -0.1 0.1 0.0835
H -23.95252 -5.10714 -21.38495 0.1 -0.6 -1.2 0.0941
H -25.31198 -4.12352 -21.76045 -0.4 -0.2 -0.5 0.0834
H -25.50795 -5.95581 -21.91704 0.1 0.2 0.0 0.0958
H -27.89111 -6.02345 -17.22951 -0.2 0.7 -0.3 0.0762
H -26.44795 -6.84541 -17.39345 1.0 0.6 0.0 0.0797
H -27.26866 -6.46067 -18.84998 0.0 0.7 -0.2 0.0851
C -22.21410 -10.08784 -21.73961 0.6 0.9 -0.6 -0.1372
O -23.30728 -9.70576 -20.86282 -0.3 -1.6 1.0 -0.2372
P -24.30363 -10.90312 -20.35442 -0.6 1.0 0.6 0.4721
O -24.60316 -11.84708 -21.45940 0.4 0.4 1.6 -0.2569
O -25.58817 -10.05781 -19.75800 0.7 -0.7 -1.1 -0.2511
C -26.58128 -10.78645 -18.98895 0.6 0.5 0.6 -0.1056
O -23.75700 -11.52649 -18.95901 0.1 0.2 -1.8 -0.2543
C -23.41806 -10.82638 -17.75303 0.4 -0.2 0.9 -0.1114
H -22.16633 -9.28690 -22.47740 -0.6 -0.4 -0.6 0.0787
H -22.22584 -11.09989 -22.14423 -0.8 0.2 -0.1 0.0798
H -21.19103 -9.97867 -21.37973 -0.3 0.0 1.5 0.0628
H -26.59766 -10.29791 -18.01470 0.1 -0.1 0.2 0.0761
H -26.31290 -11.83309 -18.84539 -0.1 0.0 -0.2 0.0853
H -27.59826 -10.68111 -19.36679 0.3 0.0 -0.7 0.0806
H -23.32649 -9.74026 -17.76056 -0.4 0.0 -0.7 0.0858
H -22.44625 -11.19310 -17.42256 0.1 -0.1 -0.2 0.0664
H -24.11475 -11.10365 -16.96192 -0.2 0.1 -0.2 0.0791
C -23.84285 -5.49890 -11.83514 0.6 -2.2 1.3 -0.1335
O -23.90767 -4.48605 -12.81312 -2.1 1.4 -0.3 -0.2177
P -25.30355 -3.66619 -13.01191 0.1 1.4 -0.5 0.5966
O -25.77392 -2.83230 -11.82553 0.9 -2.1 -3.1 -0.2795
O -24.99746 -2.72188 -14.40253 -1.0 -1.5 4.6 -0.2466
C -24.43818 -3.18551 -15.59901 0.1 0.0 -1.0 -0.1306
O -26.29758 -4.90029 -13.51409 0.1 1.6 0.3 -0.2574
C -27.61018 -4.60362 -14.06346 -0.2 0.0 -0.1 -0.1072
H -22.81988 -5.56717 -11.46504 0.0 0.2 -0.3 0.0881
H -24.11315 -6.48608 -12.21000 0.3 0.1 -0.8 0.0738
H -24.45122 -5.53134 -10.93130 -0.6 1.5 -0.1 0.0810
H -23.98465 -4.17639 -15.57542 -0.3 -0.2 0.2 0.0845
H -23.64306 -2.49406 -15.87791 0.0 0.1 0.0 0.0896
H -25.25326 -3.10867 -16.31862 0.4 -0.4 -0.4 0.0649
H -28.11369 -5.52397 -14.35931 0.7 -0.3 -0.3 0.0821
H -27.53838 -3.92229 -14.91125 0.2 -0.1 -0.1 0.0816
H -28.36055 -4.19459 -13.38691 0.6 0.5 0.7 0.0777
C -20.62260 -9.23680 -15.75420 -0.9 -2.2 -0.7 -0.2278
O -21.17989 -8.04221 -15.19188 0.5 -0.2 0.3 -0.2567
P -21.49649 -8.03094 -13.62905 0.4 0.3 0.7 0.4966
O -22.74985 -8.74819 -13.18847 2.5 1.5 -0.1 -0.2498
O -20.17266 -8.61495 -12.93384 -1.2 0.4 -0.2 -0.2253
C -18.84550 -8.27639 -13.34687 1.2 -0.5 0.3 -0.2359
O -21.41614 -6.44841 -13.26500 -0.6 -1.8 -0.7 -0.2410
C -21.00939 -5.47116 -14.22911 -0.4 0.7 -0.1 -0.1390
H -19.55875 -9.45899 -15.83760 0.4 1.5 0.4 0.0371
H -21.02935 -9.45194 -16.74232 -0.1 0.9 -0.2 0.0569
H -20.95765 -10.13954 -15.24342 -0.4 0.1 0.7 0.0708
H -18.23690 -7.86582 -12.54119 -0.5 0.0 0.5 0.0675
H -18.66727 -7.57518 -14.16213 -0.9 -0.1 -0.4 0.0499
H -18.37666 -9.22921 -13.59267 0.1 0.1 -0.3 0.0564
H -21.44016 -5.64013 -15.21602 0.2 -0.3 0.0 0.0745
H -19.92283 -5.39944 -14.27746 -0.1 -0.1 -0.1 0.0659
H -21.44294 -4.53208 -13.88520 0.2 0.0 0.2 0.0773
C -25.70789 -8.47530 -14.45400 0.0 -1.2 -0.2 -0.1539
O -24.59220 -9.22846 -14.93945 -1.3 0.5 -0.4 -0.1458
H -26.49109 -8.56222 -15.20709 0.1 0.5 -0.2 0.0616
H -26.15759 -8.96039 -13.58765 0.1 -0.1 0.4 0.0621
H -25.48645 -7.44982 -14.15827 0.1 0.2 -0.4 0.0629
H -23.91025 -9.11786 -14.27288 0.6 -0.1 0.3 -0.0282
```
Positions in Å, forces in eV/Å.